{"formula": "C43H91ClN9O8P2", "method": "ωB97M-V/def2-TZVPD", "symbols": ["N", "P", "N", "C", "C", "C", "C", "O", "O", "C", "N", "Cl", "N", "C", "C", "O", "P", "N", "O", "H", "H", "H", "H", "H", "H", "H", "H", "H", "H", "H", "H", "H", "H", "H", "H", "H", "H", "H", "C", "C", "C", "C", "C", "C", "N", "O", "C", "C", "C", "H", "H", "H", "H", "H", "H", "H", "H", "H", "H", "H", "H", "H", "H", "H", "H", "H", "H", "C", "C", "C", "C", "C", "C", "N", "O", "C", "C", "C", "H", "H", "H", "H", "H", "H", "H", "H", "H", "H", "H", "H", "H", "H", "H", "H", "H", "H", "C", "C", "C", "C", "C", "C", "N", "O", "C", "C", "C", "H", "H", "H", "H", "H", "H", "H", "H", "H", "H", "H", "H", "H", "H", "H", "H", "H", "H", "C", "C", "C", "C", "C", "C", "N", "O", "C", "C", "C", "H", "H", "H", "H", "H", "H", "H", "H", "H", "H", "H", "H", "H", "H", "H", "H", "H", "H"], "xyz": [[3.808, 6.066, 2.074], [4.610, 4.821, 1.654], [3.879, 3.894, 0.372], [2.367, 3.912, 0.455], [1.860, 2.843, 1.419], [1.672, 1.453, 0.787], [2.501, 0.305, 1.320], [2.897, -0.578, 0.617], [2.690, 0.279, 2.686], [4.423, 4.134, -0.885], [3.993, 5.231, -1.493], [4.234, 5.577, -3.117], [5.224, 3.248, -1.483], [6.555, 3.692, -1.996], [7.714, 3.634, -1.010], [8.384, 2.411, -1.167], [4.834, 1.559, -0.895], [5.753, 0.780, -2.082], [5.817, 1.348, 0.403], [4.281, 6.956, 1.985], [4.718, 3.803, 2.605], [5.907, 4.983, 1.138], [1.988, 3.720, -0.548], [2.030, 4.904, 0.756], [0.899, 3.200, 1.789], [2.504, 2.795, 2.300], [0.630, 1.146, 0.905], [1.882, 1.476, -0.280], [3.511, 0.714, 2.938], [3.406, 5.888, -0.992], [6.821, 3.063, -2.841], [6.441, 4.700, -2.382], [7.375, 3.789, 0.021], [8.380, 4.468, -1.254], [8.806, 2.137, -0.348], [5.512, -0.207, -2.118], [5.611, 1.155, -3.016], [6.072, 2.149, 0.866], [-0.655, 2.048, -7.713], [-0.562, 2.632, -6.293], [-0.662, 4.163, -6.321], [0.587, 4.861, -6.861], [1.834, 4.386, -6.119], [2.001, 2.864, -6.127], [0.731, 2.255, -5.622], [0.666, 2.245, -4.346], [2.376, 2.366, -7.527], [3.130, 2.442, -5.194], [-1.705, 2.046, -5.475], [-0.123, 1.101, -7.787], [-1.702, 1.858, -7.944], [-0.276, 2.719, -8.481], [-0.849, 4.513, -5.301], [-1.540, 4.431, -6.913], [0.697, 4.698, -7.935], [0.475, 5.939, -6.730], [2.733, 4.830, -6.558], [1.779, 4.729, -5.079], [2.359, 1.276, -7.564], [3.389, 2.699, -7.754], [1.731, 2.743, -8.313], [2.989, 2.825, -4.185], [4.071, 2.831, -5.592], [3.203, 1.355, -5.138], [-1.611, 0.962, -5.400], [-2.647, 2.280, -5.972], [-1.751, 2.456, -4.471], [-7.465, 4.053, -2.062], [-6.274, 3.163, -2.454], [-5.604, 2.556, -1.215], [-4.796, 3.560, -0.397], [-3.786, 4.297, -1.274], [-4.421, 4.964, -2.500], [-5.236, 3.933, -3.226], [-4.531, 3.196, -3.993], [-5.263, 6.176, -2.091], [-3.337, 5.462, -3.450], [-6.799, 2.052, -3.358], [-7.631, 4.837, -2.800], [-8.365, 3.440, -2.021], [-7.350, 4.517, -1.085], [-4.943, 1.747, -1.540], [-6.385, 2.102, -0.600], [-5.456, 4.272, 0.105], [-4.265, 3.028, 0.395], [-3.265, 5.068, -0.699], [-3.029, 3.586, -1.622], [-5.821, 6.562, -2.945], [-4.590, 6.960, -1.742], [-5.964, 5.972, -1.288], [-2.647, 4.666, -3.718], [-2.783, 6.261, -2.954], [-3.776, 5.858, -4.366], [-7.221, 2.465, -4.275], [-7.585, 1.519, -2.822], [-6.018, 1.347, -3.627], [-0.354, -4.265, 2.658], [-0.663, -2.793, 2.348], [-0.393, -1.919, 3.580], [-1.429, -2.091, 4.689], [-2.846, -1.893, 4.156], [-3.173, -2.787, 2.953], [-2.091, -2.601, 1.927], [-2.264, -1.568, 1.196], [-3.312, -4.251, 3.383], [-4.497, -2.369, 2.324], [0.231, -2.359, 1.196], [-0.960, -4.936, 2.049], [0.692, -4.474, 2.431], [-0.507, -4.518, 3.706], [-0.378, -0.870, 3.265], [0.609, -2.156, 3.948], [-1.329, -3.072, 5.160], [-1.235, -1.359, 5.476], [-3.583, -2.093, 4.938], [-2.974, -0.849, 3.854], [-3.406, -4.899, 2.510], [-4.222, -4.347, 3.976], [-2.492, -4.613, 3.995], [-4.506, -1.313, 2.068], [-5.296, -2.565, 3.041], [-4.693, -2.943, 1.418], [0.018, -2.929, 0.290], [1.272, -2.529, 1.472], [0.106, -1.305, 0.963], [0.560, -9.781, 7.141], [-0.269, -8.614, 6.581], [-0.985, -9.016, 5.284], [-0.054, -9.147, 4.081], [0.782, -7.883, 3.890], [1.558, -7.477, 5.149], [0.588, -7.413, 6.294], [-0.058, -6.311, 6.338], [2.710, -8.450, 5.418], [2.158, -6.089, 4.974], [-1.293, -8.218, 7.640], [1.411, -9.419, 7.717], [-0.066, -10.371, 7.810], [0.928, -10.455, 6.370], [-1.747, -8.262, 5.064], [-1.510, -9.957, 5.468], [0.594, -10.021, 4.187], [-0.652, -9.321, 3.185], [1.498, -8.013, 3.075], [0.121, -7.057, 3.609], [3.172, -8.241, 6.383], [3.463, -8.308, 4.642], [2.417, -9.494, 5.396], [1.389, -5.371, 4.708], [2.904, -6.116, 4.177], [2.647, -5.746, 5.887], [-0.798, -7.867, 8.546], [-1.888, -9.099, 7.886], [-1.956, -7.434, 7.287]], "lowdin_charge": [-0.225, 0.729, -0.225, -0.190, -0.153, -0.097, -0.536, 0.096, 0.072, -0.543, -0.299, 0.821, -0.124, -0.158, -0.254, -0.042, 0.933, -0.122, -0.253, -0.004, 0.018, 0.016, 0.128, 0.095, 0.125, 0.096, 0.132, 0.096, 0.109, 0.121, 0.120, 0.069, 0.088, 0.127, 0.102, 0.059, 0.045, 0.024, -0.024, -0.474, -0.124, -0.165, -0.143, -0.492, -0.107, -0.033, -0.026, -0.063, -0.039, 0.090, 0.088, 0.069, 0.111, 0.132, 0.105, 0.114, 0.123, 0.103, 0.096, 0.089, 0.062, 0.047, 0.083, 0.093, 0.099, 0.089, 0.065, -0.028, -0.481, -0.130, -0.172, -0.134, -0.489, -0.105, -0.032, -0.030, -0.041, -0.042, 0.089, 0.085, 0.068, 0.126, 0.128, 0.103, 0.112, 0.121, 0.122, 0.094, 0.088, 0.060, 0.054, 0.087, 0.096, 0.095, 0.089, 0.078, -0.037, -0.472, -0.128, -0.165, -0.129, -0.489, -0.107, -0.031, -0.028, -0.042, -0.039, 0.092, 0.084, 0.054, 0.118, 0.127, 0.105, 0.114, 0.126, 0.122, 0.093, 0.090, 0.060, 0.076, 0.089, 0.093, 0.101, 0.083, 0.061, -0.028, -0.483, -0.130, -0.169, -0.127, -0.487, -0.107, -0.033, -0.030, -0.039, -0.043, 0.089, 0.084, 0.068, 0.123, 0.127, 0.103, 0.114, 0.126, 0.110, 0.093, 0.089, 0.060, 0.052, 0.091, 0.094, 0.095, 0.088, 0.076], "homo_energy_ev": [-9.16, -10.37], "charge": 1, "relative_energy_kcal_mol": 0.00, "spin_multiplicity": 5, "homo_lumo_gap_ha": [0.201, 0.245]}